No. 1
Below is C21H15IN6O5SeTl as an isolated structure, with properties calculated with the ωB97M-V functional and the def2-TZVPD basis.

Results
* highest occupied orbital energy (spin up / spin down): -16.25 / -16.27 eV
* total charge: +3
* HOMO-LUMO gap (spin up / spin down): 4.59 / 4.04 eV
* spin multiplicity: 1

CARTESIAN COORDINATES (ANGSTROEM)
1 C 1.23 0.30 -2.70
2 C 2.83 -2.26 2.31
3 C -3.28 0.62 0.27
4 N -4.56 2.09 -4.35
5 O 3.98 -2.71 2.74
6 N -2.34 2.06 -5.76
7 C -0.32 -2.56 5.07
8 C 3.14 1.40 -0.09
9 C 0.19 1.15 -4.65
10 H 2.09 -0.11 -2.18
11 C -1.78 -1.61 3.19
12 C -4.52 0.99 -0.22
13 H 3.00 -3.14 4.92
14 H 4.66 -2.72 2.04
15 C 2.01 -2.83 4.63
16 O -2.88 -1.68 3.88
17 C -1.01 1.15 -3.94
18 C -2.24 1.59 -4.54
19 H -2.79 -2.04 4.77
20 H 2.74 3.40 -0.70
21 I 5.18 3.02 -1.73
22 H -3.17 0.35 1.31
23 C 0.94 -2.95 5.50
24 H -5.37 1.06 0.44
25 N 4.04 0.44 -0.06
26 H -1.17 -2.70 5.72
27 H 3.92 3.23 0.61
28 O 1.91 1.23 0.07
29 C -3.48 1.20 -2.36
30 H 2.30 0.73 -4.51
31 H 3.78 -0.50 0.23
32 C -1.01 0.75 -2.59
33 N 0.09 0.32 -2.01
34 N 0.57 -1.90 2.96
35 C 1.77 -2.32 3.36
36 N -2.18 0.53 -0.49
37 C 1.34 0.74 -4.01
38 C -3.50 1.60 -3.74
39 C -2.26 0.83 -1.77
40 O 2.61 -1.86 1.18
41 C 3.58 2.82 -0.34
42 Se -4.04 2.53 -5.98
43 H 0.20 1.45 -5.69
44 H 5.02 0.65 -0.23
45 Tl 0.20 -0.51 0.68
46 O -1.82 -1.21 2.04
47 H 1.07 -3.35 6.49
48 H -5.58 1.51 -2.02
49 C -0.46 -2.03 3.79
50 C -4.63 1.26 -1.56

=====

No. 2
Below is C31H91F3N4O21Zr as an isolated structure at a distorted geometry, with properties calculated with the ωB97M-V functional and the def2-TZVPD basis.

Results
* highest occupied orbital energy: -12.22 eV
* total charge: +2
* HOMO-LUMO gap: 4.02 eV
* spin multiplicity: 1

CARTESIAN COORDINATES (ANGSTROEM)
1 O 34.85 -28.65 -11.98
2 F 31.39 -23.42 -18.67
3 H 34.12 -29.53 -18.87
4 H 33.50 -24.77 -6.25
5 H 33.11 -23.45 -22.18
6 O 29.82 -21.17 -20.71
7 H 26.62 -25.19 -11.21
8 H 33.01 -29.72 -11.96
9 H 32.37 -17.01 -11.92
10 N 34.15 -22.45 -10.36
11 C 33.45 -24.40 -11.51
12 C 35.31 -27.31 -11.87
13 H 31.51 -22.61 -16.43
14 H 34.13 -17.15 -12.06
15 C 33.18 -17.60 -12.36
16 O 35.77 -19.65 -21.21
17 H 33.27 -23.86 -12.44
18 C 33.10 -24.30 -9.03
19 H 33.64 -26.02 -15.32
20 H 34.94 -23.57 -21.10
21 H 32.14 -25.32 -21.96
22 C 29.59 -24.39 -10.79
23 H 32.19 -25.84 -23.57
24 H 30.47 -24.17 -11.39
25 H 32.31 -27.67 -22.45
26 C 32.67 -24.22 -6.69
27 H 32.84 -25.31 -11.54
28 H 32.29 -25.04 -9.11
29 H 31.89 -23.87 -14.15
30 H 37.15 -29.05 -13.17
31 H 32.59 -19.17 -22.24
32 C 33.15 -27.00 -22.26
33 O 27.40 -25.38 -10.68
34 H 28.90 -25.97 -12.01
35 H 37.08 -27.52 -14.04
36 H 32.97 -28.09 -12.66
37 O 32.90 -20.47 -20.68
38 O 35.95 -23.02 -22.72
39 H 29.86 -19.87 -14.85
40 H 35.58 -20.31 -19.57
41 C 35.89 -23.87 -21.53
42 H 29.57 -29.81 -17.71
43 H 35.40 -23.48 -23.37
44 H 35.01 -19.44 -11.53
45 H 37.19 -24.01 -19.78
46 O 31.22 -19.38 -13.42
47 O 33.21 -23.42 -15.69
48 H 36.78 -21.63 -21.21
49 C 29.81 -27.70 -16.17
50 C 29.51 -29.16 -15.84
51 C 33.13 -23.51 -10.34
52 O 33.24 -21.61 -16.93
53 C 31.76 -19.74 -12.16
54 H 30.29 -20.37 -20.95
55 H 31.72 -24.92 -15.45
56 H 28.34 -20.23 -17.83
57 C 33.49 -27.01 -20.77
58 H 36.61 -28.85 -10.61
59 H 31.81 -24.87 -6.83
60 H 31.59 -23.54 -22.30
61 C 33.44 -25.46 -14.41
62 O 34.02 -28.25 -20.36
63 C 29.63 -21.12 -19.30
64 H 29.93 -29.43 -14.87
65 O 36.90 -22.05 -20.35
66 C 33.79 -28.50 -18.99
67 H 28.16 -24.38 -12.39
68 H 30.56 -21.23 -14.08
69 H 35.24 -27.10 -22.87
70 H 29.32 -20.23 -13.18
71 C 32.50 -24.38 -14.91
72 N 34.24 -19.83 -12.05
73 H 34.00 -20.13 -13.75
74 H 34.04 -20.62 -19.48
75 H 32.37 -23.41 -6.03
76 C 33.40 -19.79 -21.84
77 H 38.07 -23.67 -21.09
78 H 36.20 -25.27 -16.08
79 H 34.91 -26.92 -10.92
80 H 34.87 -26.69 -12.66
81 O 31.19 -27.40 -15.85
82 H 34.13 -27.11 -24.22
83 H 33.13 -28.31 -10.95
84 H 27.88 -18.42 -19.27
85 C 37.40 -28.00 -13.10
86 C 34.28 -27.48 -23.21
87 H 30.52 -21.08 -18.67
88 H 32.92 -26.13 -13.73
89 F 32.50 -25.00 -17.73
90 C 30.16 -20.23 -13.87
91 C 33.03 -19.00 -11.81
92 H 29.81 -25.07 -9.96
93 H 32.64 -21.36 -20.98
94 C 36.83 -27.31 -11.86
95 H 34.81 -18.19 -22.22
96 H 27.60 -20.91 -19.28
97 O 28.55 -19.04 -19.56
98 H 34.35 -25.09 -13.93
99 O 32.30 -22.93 -22.08
100 C 36.25 -22.51 -14.20
101 C 28.42 -20.29 -18.92
102 H 36.79 -23.33 -14.67
103 O 36.01 -21.42 -15.05
104 H 29.30 -22.15 -19.13
105 H 33.66 -20.47 -22.65
106 C 33.46 -28.73 -11.91
107 H 38.21 -28.59 -10.96
108 H 33.01 -18.94 -10.72
109 H 29.80 -27.57 -17.26
110 H 36.74 -22.16 -13.29
111 F 33.52 -23.47 -18.86
112 H 35.31 -22.93 -13.85
113 H 34.07 -20.82 -11.93
114 H 28.16 -23.24 -10.07
115 C 37.08 -23.43 -20.70
116 H 37.18 -26.30 -11.64
117 O 33.59 -20.13 -14.66
118 H 34.40 -27.88 -18.30
119 H 34.15 -21.93 -9.49
120 H 34.38 -28.56 -23.19
121 H 29.21 -26.93 -15.67
122 H 35.77 -25.39 -17.53
123 H 34.41 -18.29 -20.53
124 H 38.48 -27.86 -13.17
125 H 35.99 -24.92 -21.82
126 O 36.18 -24.78 -16.91
127 N 37.34 -28.14 -10.71
128 H 31.68 -28.18 -16.14
129 H 33.93 -25.02 -8.94
130 H 31.79 -20.84 -12.11
131 Zr 34.96 -20.35 -16.58
132 H 34.12 -26.21 -20.37
133 H 33.26 -17.63 -13.45
134 O 29.08 -23.15 -10.32
135 H 32.64 -19.91 -14.51
136 O 32.95 -23.50 -7.89
137 H 35.05 -22.91 -10.50
138 O 34.85 -20.43 -18.92
139 H 32.20 -22.96 -10.48
140 H 30.99 -19.59 -11.39
141 H 28.43 -29.20 -15.67
142 H 32.56 -26.77 -20.23
143 H 36.26 -19.73 -22.04
144 H 34.49 -24.72 -11.45
145 N 32.72 -25.65 -22.73
146 C 34.56 -18.89 -21.43
147 C 32.52 -23.70 -18.00
148 O 29.99 -29.99 -16.87
149 C 32.55 -22.78 -16.74
150 C 28.45 -25.06 -11.59
151 H 32.79 -28.23 -18.63

=====

No. 3
Below is C34H42N5O4PRu as an isolated structure at a distorted geometry, with properties calculated with the ωB97M-V functional and the def2-TZVPD basis.

Results
* highest occupied orbital energy (spin up / spin down): -13.87 / -13.87 eV
* total charge: +3
* HOMO-LUMO gap (spin up / spin down): 2.48 / 3.47 eV
* spin multiplicity: 2

CARTESIAN COORDINATES (ANGSTROEM)
1 H 4.28 -0.80 4.68
2 H -3.60 2.70 2.03
3 H 3.00 1.01 -4.00
4 C -3.00 -5.14 4.32
5 C -1.66 -1.38 -1.94
6 H -4.02 -5.50 4.38
7 H -0.79 -3.53 4.52
8 N -2.79 -4.55 3.02
9 H 0.28 5.59 -5.11
10 H -3.16 2.86 -2.84
11 C -2.08 -3.47 2.77
12 C 0.77 -1.41 -3.22
13 C 0.85 -1.77 3.93
14 H 1.62 5.50 -3.94
15 H 1.50 4.46 3.09
16 H 1.93 5.75 -5.64
17 O -0.46 -1.82 3.40
18 O -1.99 -2.99 1.62
19 H 4.78 -1.67 1.85
20 H -2.60 -1.37 -1.39
21 C -3.43 -5.26 1.92
22 H 0.96 1.89 -2.29
23 C -0.31 1.59 -0.59
24 H -0.10 1.85 6.07
25 C 1.55 0.98 -5.60
26 H -3.24 -6.33 2.04
27 H -4.51 -5.10 1.94
28 C -1.34 -2.79 3.93
29 C 2.31 1.60 -4.58
30 H 2.75 -1.94 -3.25
31 C -3.53 1.62 2.13
32 Ru -0.89 -1.07 1.01
33 H 0.17 3.34 1.36
34 H 1.39 3.71 5.43
35 C 1.39 3.77 -5.18
36 C -0.75 1.97 2.74
37 H 0.89 -0.99 4.70
38 H 0.15 1.32 -7.21
39 C 2.41 -1.30 -5.11
40 H 1.14 -2.74 4.35
41 H -3.65 2.22 -0.55
42 C 1.81 -1.38 2.79
43 C 3.75 -1.68 4.30
44 P -1.87 1.08 1.60
45 C -1.07 2.42 -2.71
46 H -2.84 -4.43 5.13
47 O 3.31 -1.90 -5.59
48 H -1.48 0.73 4.33
49 N 1.64 -0.36 -5.85
50 O 1.35 -1.10 1.67
51 H 1.54 -0.63 -6.83
52 C 1.28 5.22 -4.94
53 N -0.55 -1.40 -1.22
54 C -0.05 2.17 5.04
55 C 0.63 -1.42 -1.82
56 H -0.36 -1.50 -5.05
57 C -0.41 -1.43 -3.98
58 H 4.53 0.01 2.34
59 C -2.36 2.51 -2.22
60 H 3.05 -2.02 5.05
61 C 0.64 3.14 -6.21
62 H -0.87 2.69 -3.74
63 C -0.81 1.55 4.07
64 N 3.10 -1.34 3.05
65 H -2.07 -2.27 4.57
66 H -0.01 3.73 -6.82
67 H -3.66 1.37 3.19
68 H 0.50 1.24 0.06
69 C 0.86 3.63 3.36
70 H -4.30 1.12 1.55
71 C -1.61 1.71 -0.08
72 H -3.03 -4.92 0.98
73 C 2.24 2.96 -4.41
74 H 2.89 3.43 -3.68
75 C -0.04 1.96 -1.90
76 H -2.34 -6.00 4.46
77 C -2.63 2.15 -0.91
78 H 3.49 -0.71 1.09
79 C -1.63 -1.41 -3.33
80 N 2.03 -1.45 -3.78
81 H 4.48 -2.46 4.12
82 H 1.50 -1.46 -1.18
83 C 0.79 3.22 4.68
84 H -2.54 -1.46 -3.90
85 C 0.73 1.79 -6.42
86 C 4.03 -0.90 2.02
87 C 0.10 3.00 2.38